A 2-piece molecular cluster, C5H14S overall in a non-equilibrium geometry. Source: the Open Molecules 2025 dataset; level of theory: the ωB97M-V functional and the def2-TZVPD basis.

XYZ file:
```
20
Properties=species:S:1:pos:R:3:nbo_charge:R:1
C -0.3544 -2.3598 0.6589 -0.768
C -2.5221 -1.4664 -0.7821 -0.735
S -0.7800 -2.1828 -1.0102 0.198
H -0.3490 -3.2095 1.2060 0.211
H 0.7325 -1.9416 0.6583 0.225
H -0.8517 -1.5394 1.1585 0.216
H -2.6716 -0.4898 -1.3517 0.216
H -2.5759 -1.2253 0.3237 0.217
H -3.3679 -1.9248 -1.2508 0.221
C 1.7422 2.1166 0.6870 -0.401
C 2.4982 3.2788 0.1805 -0.611
C 0.2243 2.4743 0.9749 -0.607
H 1.6476 1.2418 -0.0176 0.195
H 2.2138 1.5252 1.5405 0.202
H 2.1841 3.7030 -0.6773 0.207
H 3.5857 2.9474 0.0347 0.205
H -0.4019 2.4717 0.0781 0.206
H -0.1308 1.6642 1.7247 0.202
H 2.6763 3.9909 1.0188 0.203
H 0.2597 3.4498 1.4016 0.198
```

total charge = 0
LUMO = 0.9 eV
calculated total energy = -16245.3859 eV
structure (SMILES) = CCC.CSC
HOMO energy = -0.313 hartree
energy relative to the best compared isomer or geometry (same formula, charge and spin) = 44.2 kcal/mol

A 2-piece molecular cluster, C5H14S overall. Source: the Open Molecules 2025 dataset; level of theory: the ωB97M-V functional and the def2-TZVPD basis.

XYZ file:
```
20
Properties=species:S:1:pos:R:3:nbo_charge:R:1
C -0.5724 -2.4699 2.1369 -0.748
S -0.3196 -1.0337 1.0863 0.187
C 0.0079 -1.8572 -0.4848 -0.755
H -1.3953 -3.0996 1.8042 0.213
H 0.3378 -3.0522 2.2613 0.212
H -0.8863 -2.0971 3.1166 0.231
H 0.9197 -1.4619 -0.9385 0.222
H -0.7736 -1.6858 -1.2210 0.219
H 0.1677 -2.9229 -0.3414 0.223
C 1.4480 1.8416 -0.5526 -0.612
C 0.0743 1.6058 -1.1677 -0.403
C -0.3636 2.8663 -1.9470 -0.601
H 1.7534 1.0480 0.1372 0.212
H 2.2249 1.8351 -1.3236 0.197
H 1.5244 2.7823 -0.0121 0.203
H 0.1322 0.7873 -1.8861 0.190
H -0.6349 1.3603 -0.3816 0.205
H -1.1498 2.6299 -2.6661 0.205
H 0.5079 3.2336 -2.4967 0.198
H -0.6886 3.6458 -1.2613 0.202
```

total charge = 0
LUMO = 1.0 eV
calculated total energy = -16247.0567 eV
structure (SMILES) = CCC.CSC
HOMO energy = -0.312 hartree
energy relative to the best compared isomer or geometry (same formula, charge and spin) = 5.6 kcal/mol

A 2-piece molecular cluster, C5H14S overall in a non-equilibrium geometry. Source: the Open Molecules 2025 dataset; level of theory: the ωB97M-V functional and the def2-TZVPD basis.

XYZ file:
```
20
Properties=species:S:1:pos:R:3:nbo_charge:R:1
C -0.9795 -1.2070 -0.6686 -0.808
C -3.6726 -1.1402 0.4767 -0.709
S -2.2338 -0.0775 -0.2739 0.165
H -1.4165 -2.1551 -0.8438 0.239
H -0.4391 -1.1808 -1.6413 0.233
H -0.1888 -1.0022 0.0814 0.221
H -4.3506 -1.7776 -0.1558 0.221
H -4.1333 -0.5541 1.2540 0.228
H -3.0694 -1.8434 1.0893 0.210
C 1.9846 0.3852 0.0662 -0.396
C 2.0749 1.2821 -1.1986 -0.628
C 1.5239 1.1322 1.3294 -0.620
H 1.3452 -0.4714 -0.0918 0.197
H 2.9812 -0.0691 0.2288 0.199
H 2.9045 0.9109 -1.7668 0.206
H 2.2513 2.4014 -1.2020 0.215
H 0.5470 1.6365 1.3172 0.211
H 1.5343 0.5244 2.1966 0.204
H 1.1978 1.2612 -1.8475 0.207
H 2.1387 1.9443 1.6505 0.206
```

total charge = 0
LUMO = 1.0 eV
calculated total energy = -16245.5768 eV
structure (SMILES) = CCC.CSC
HOMO energy = -0.309 hartree
energy relative to the best compared isomer or geometry (same formula, charge and spin) = 39.8 kcal/mol

A 2-piece molecular cluster, C5H14S overall in a non-equilibrium geometry. Source: the Open Molecules 2025 dataset; level of theory: the ωB97M-V functional and the def2-TZVPD basis.

XYZ file:
```
20
Properties=species:S:1:pos:R:3:nbo_charge:R:1
C 1.7505 2.7326 -1.1421 -0.613
C 0.7202 1.6051 -1.2787 -0.607
H 2.4989 2.5999 -1.9288 0.216
H 1.3060 3.6600 -1.5002 0.222
H 2.2317 2.7112 -0.1746 0.209
H 0.1930 1.5991 -2.2340 0.220
H -0.0225 1.6511 -0.4834 0.173
H 1.2431 0.6409 -1.2193 0.185
C -0.7308 -1.6193 0.2012 -0.608
C -1.6642 -2.4193 -0.6624 -0.650
C -0.2208 -0.4877 2.6811 -0.840
S -1.3176 -1.6168 1.8790 0.913
H 0.3064 -1.9675 0.1679 0.287
H -0.5966 -0.5665 -0.0570 0.284
H -1.2478 -2.4547 -1.6709 0.261
H -2.6068 -1.9040 -0.8482 0.244
H 0.0963 0.2655 1.9667 0.270
H -0.7480 0.0289 3.4876 0.290
H 0.6144 -1.0130 3.1656 0.300
H -1.8054 -3.4455 -0.3494 0.245
```

total charge = +1
LUMO (alpha / beta) = -3.2 / -8.3 eV
calculated total energy = -16238.5378 eV
spin multiplicity = 2
HOMO energy (alpha / beta) = -0.537 / -0.537 hartree
<S²> = 0.7530
energy relative to the best compared isomer or geometry (same formula, charge and spin) = 0.7 kcal/mol

A 2-piece molecular cluster, C5H14S2 overall in a non-equilibrium geometry. Source: the Open Molecules 2025 dataset; level of theory: the ωB97M-V functional and the def2-TZVPD basis.

XYZ file:
```
21
Properties=species:S:1:pos:R:3:nbo_charge:R:1
C -2.1193 0.7542 2.8873 -0.511
C -1.8491 -0.4157 3.8263 -0.621
C -0.4432 0.2424 0.6811 -0.757
S -0.6013 1.3693 2.0887 0.171
H -2.8694 0.5732 2.1276 0.214
H -2.3650 1.6012 3.5025 0.219
H -2.7517 -0.6823 4.3770 0.209
H -1.0982 -0.1652 4.5782 0.214
H 0.5173 -0.2595 0.7187 0.210
H -1.1815 -0.5576 0.7195 0.226
H -0.3789 0.8198 -0.2353 0.221
H -1.4020 -1.2555 3.2934 0.205
C 1.5890 0.7589 -2.5433 -0.733
C 1.4899 -2.0551 -2.1508 -0.717
S 1.2816 -0.7900 -3.4646 0.142
H 2.6245 1.0382 -2.7007 0.220
H 0.8149 1.4817 -2.7781 0.230
H 1.5474 0.4880 -1.4877 0.210
H 1.2259 -1.5622 -1.2360 0.209
H 2.4919 -2.4657 -2.1707 0.215
H 0.7717 -2.8289 -2.3654 0.224
```

total charge = 0
LUMO = 0.9 eV
calculated total energy = -27081.8922 eV
structure (SMILES) = CCSC.CSC
HOMO energy = -0.313 hartree
energy relative to the best compared isomer or geometry (same formula, charge and spin) = 19.5 kcal/mol

A 2-piece molecular cluster, C5H14S3 overall in a non-equilibrium geometry. Source: the Open Molecules 2025 dataset; level of theory: the ωB97M-V functional and the def2-TZVPD basis.

XYZ file:
```
22
Properties=species:S:1:pos:R:3:nbo_charge:R:1
C -1.7114 1.0661 -2.2008 -0.732
S -0.5827 -0.3517 -2.0723 0.036
S -1.3636 -1.6372 -0.5989 0.069
C -0.3537 -3.0884 -1.0541 -0.729
H -2.4484 0.8142 -2.9583 0.222
H -2.1505 1.3919 -1.2639 0.231
H -1.0422 1.8331 -2.5899 0.232
H 0.6628 -2.9019 -0.7091 0.214
H -0.7614 -3.9074 -0.4674 0.236
H -0.3870 -3.2610 -2.1251 0.229
C 0.6306 2.4123 0.8566 -0.600
C 0.2760 1.1187 1.5900 -0.411
C 1.2585 -0.0004 1.3548 -0.504
S 0.9723 -1.4285 2.4472 -0.056
H -0.0915 3.1678 1.1630 0.211
H 0.5758 2.2414 -0.2178 0.204
H 1.6347 2.7361 1.1314 0.204
H 0.2298 1.3288 2.6633 0.201
H -0.7168 0.7722 1.2842 0.206
H 2.2774 0.3449 1.5576 0.202
H 1.2582 -0.3637 0.3285 0.218
H 1.8330 -2.2876 1.8809 0.117
```

total charge = 0
LUMO = 0.6 eV
calculated total energy = -37917.5153 eV
structure (SMILES) = CCCS.CSSC
HOMO energy = -0.288 hartree
energy relative to the best compared isomer or geometry (same formula, charge and spin) = 6.7 kcal/mol

A 2-piece molecular cluster, C5H15BrNOS overall. Source: the Open Molecules 2025 dataset; level of theory: the ωB97M-V functional and the def2-TZVPD basis.

XYZ file:
```
24
Properties=species:S:1:pos:R:3:nbo_charge:R:1
C -0.0355 1.3862 -1.2978 -0.632
C -0.9024 0.2257 -1.7618 -0.451
C -0.1689 -0.9104 -2.4510 -0.098
N 0.3841 -0.4051 -3.7723 -0.697
Br 1.3312 -1.6162 -1.4857 0.098
H -0.6727 2.2173 -1.0015 0.257
H 0.6281 1.7752 -2.0801 0.178
H 0.5897 1.1417 -0.4427 0.268
H -1.6643 0.5836 -2.4666 0.220
H -1.4560 -0.2163 -0.9317 0.258
H -0.8122 -1.7521 -2.6915 0.245
H 0.9606 -1.1174 -4.2264 0.454
H -0.3729 -0.1319 -4.4045 0.445
H 0.9769 0.4149 -3.6088 0.452
C -0.7206 0.4140 4.1759 -0.829
S 0.8166 0.6027 3.2724 1.267
O 0.5054 1.4316 2.0713 -1.012
C 0.8995 -1.0671 2.6231 -0.831
H -0.9699 1.3913 4.5838 0.250
H -1.4991 0.0846 3.4884 0.228
H -0.5803 -0.2988 4.9879 0.237
H 0.0165 -1.2100 1.9986 0.220
H 0.9445 -1.8242 3.4049 0.239
H 1.8017 -1.1193 2.0163 0.234
```

total charge = +1
LUMO = -3.6 eV
calculated total energy = -89836.3167 eV
HOMO energy = -0.420 hartree

A 2-piece molecular cluster, C5H15N overall in a non-equilibrium geometry. Source: the Open Molecules 2025 dataset; level of theory: the ωB97M-V functional and the def2-TZVPD basis.

XYZ file:
```
21
Properties=species:S:1:pos:R:3:nbo_charge:R:1
C -3.0177 -0.7198 -0.1524 -0.612
C -1.8437 0.2750 -0.1129 -0.403
C -2.3499 1.7231 0.0458 -0.614
H -2.8309 -1.4968 -0.8967 0.209
H -3.8247 -0.1787 -0.6424 0.202
H -3.2847 -1.0501 0.8436 0.209
H -1.3469 0.1427 -1.0839 0.188
H -0.9631 0.0838 0.5082 0.202
H -1.5165 2.3918 -0.2118 0.204
H -3.1303 1.9481 -0.6714 0.206
H -2.4895 1.9710 1.0961 0.209
C 2.2428 -1.5746 0.5976 -0.416
N 3.3216 -0.6092 0.3629 -0.622
C 2.8628 0.6595 -0.2519 -0.423
H 1.7266 -1.2533 1.5018 0.188
H 1.4867 -1.6738 -0.1936 0.161
H 2.6442 -2.5781 0.7125 0.199
H 3.9876 -1.0383 -0.2766 0.346
H 3.5087 1.4135 0.1970 0.198
H 1.8155 0.8488 -0.0368 0.191
H 3.0016 0.7153 -1.3352 0.179
```

total charge = 0
LUMO = 1.0 eV
calculated total energy = -6917.2882 eV
structure (SMILES) = CCC.CNC
HOMO energy = -0.324 hartree
energy relative to the best compared isomer or geometry (same formula, charge and spin) = 22.9 kcal/mol